(1)
The following is a DFT calculation (wB97M-V/def2-TZVPD) of C39H26F12N3O5S2Tc as an isolated structure.

Last column: Löwdin charge in e.
Element x y z (Å)
Tc: -0.561 -0.409 -1.220  1.54
C: -5.462 4.719 -0.775  -0.02
C: -4.503 3.581 -0.582  -0.22
C: -4.781 2.548 0.309  0.00
C: -3.875 1.526 0.492  -0.01
C: -2.688 1.480 -0.239  -0.20
N: -1.771 0.433 0.087  -0.04
C: -1.501 0.260 1.391  -0.23
C: -1.639 1.331 2.344  -0.03
C: -1.764 1.071 3.663  0.00
C: -1.830 -0.280 4.161  -0.24
C: -2.062 -0.517 5.625  -0.02
C: -1.617 -1.304 3.301  0.03
C: -1.281 -1.088 1.910  -0.08
C: -0.848 -2.148 1.163  -0.08
O: 0.072 -1.933 0.113  -0.10
C: 1.323 -2.604 0.208  -0.67
F: 1.241 -3.811 -0.282  0.26
F: 2.206 -1.894 -0.467  0.19
F: 1.694 -2.646 1.480  0.21
C: -1.280 -3.591 1.340  -0.58
F: -2.459 -3.652 1.954  0.18
F: -0.407 -4.318 2.055  0.17
F: -1.400 -4.163 0.138  0.18
C: -2.433 2.446 -1.215  -0.06
C: -3.330 3.507 -1.324  0.04
C: -1.212 2.396 -2.123  -0.27
O: -0.522 1.186 -2.181  -0.25
C: -1.605 2.600 -3.622  -0.56
F: -2.529 1.691 -3.941  0.19
F: -0.553 2.422 -4.416  0.19
F: -2.096 3.816 -3.871  0.18
C: -0.157 3.425 -1.649  -0.55
F: -0.634 4.657 -1.552  0.20
F: 0.251 3.042 -0.400  0.12
F: 0.925 3.445 -2.416  0.19
H: -5.909 5.021 0.171  0.09
H: -6.274 4.423 -1.441  0.10
H: -4.969 5.583 -1.217  0.09
H: -5.707 2.551 0.870  0.13
H: -4.088 0.733 1.198  0.13
H: -1.675 2.346 1.968  0.13
H: -1.858 1.890 4.367  0.13
H: -2.617 0.307 6.071  0.09
H: -1.116 -0.602 6.163  0.09
H: -2.618 -1.438 5.790  0.09
H: -1.575 -2.314 3.686  0.13
H: -3.127 4.305 -2.020  0.13
S: 1.760 -2.200 -4.755  1.20
C: 2.818 -0.993 -4.084  -0.43
C: 4.074 -0.590 -4.531  -0.05
C: 4.699 0.441 -3.860  -0.05
C: 4.086 1.068 -2.767  -0.06
C: 2.847 0.661 -2.318  -0.05
C: 2.211 -0.390 -2.980  -0.30
N: 0.969 -0.919 -2.681  -0.05
C: 0.606 -1.836 -3.543  -0.51
C: -0.747 -2.356 -3.396  -0.22
C: -1.316 -3.357 -4.159  0.00
C: -2.649 -3.699 -3.942  -0.02
C: -3.404 -3.041 -2.982  -0.04
C: -2.835 -2.031 -2.210  -0.06
C: -1.498 -1.695 -2.398  -0.21
H: 4.541 -1.060 -5.386  0.12
H: 5.665 0.786 -4.200  0.12
H: 4.583 1.904 -2.291  0.11
H: 2.337 1.188 -1.519  0.09
H: -0.742 -3.873 -4.919  0.12
H: -3.103 -4.479 -4.537  0.12
H: -4.442 -3.310 -2.837  0.12
H: -3.430 -1.516 -1.466  0.10
N: 1.820 0.591 1.766  0.28
C: 2.968 0.189 2.237  -0.20
C: 4.073 -0.028 1.315  0.03
C: 5.247 -0.442 1.791  0.11
C: 5.442 -0.631 3.257  -0.32
C: 4.262 -0.488 4.155  0.09
C: 3.091 -0.091 3.656  0.04
S: 6.983 -2.693 5.110  0.89
O: 8.025 -2.156 5.918  -0.36
O: 5.670 -2.822 5.683  -0.42
O: 6.545 -0.845 3.700  0.04
H: 1.057 0.863 2.382  0.13
H: 1.777 0.958 0.821  0.12
H: 3.916 0.153 0.257  0.11
H: 6.104 -0.616 1.153  0.15
H: 4.397 -0.707 5.207  0.14
H: 2.219 0.032 4.287  0.14

The value obtained for the gap between HOMO and LUMO (alpha / beta) is 0.1825 / 0.1826 hartree. The calculation puts the HOMO energy (alpha / beta) at -13.3 / -13.3 eV. The LUMO energy (alpha / beta) is -8.4 / -8.4 eV. Its calculated total energy is -112036.3766 eV. As for the total charge: +2.

---

(2)
The following is a DFT calculation (wB97M-V/def2-TZVPD) of one molecule with the formula C13H27BN2O5.

Last column: Löwdin charge in e.
Element x y z (Å)
O: 2.619 1.621 2.307  0.07
O: 1.829 1.789 5.185  0.10
O: 0.193 2.755 6.664  0.08
O: 1.900 2.797 0.473  0.11
O: -3.314 -2.730 -4.998  -0.04
B: 0.473 2.066 5.430  -0.61
C: 1.984 1.695 1.257  -0.46
N: 0.018 -0.843 -2.626  -0.14
N: 2.462 -0.510 0.727  0.11
C: -0.523 1.441 4.443  -0.09
C: 1.073 -0.700 -1.549  -0.18
C: -1.431 -0.833 -2.208  -0.16
C: -0.425 2.112 3.088  -0.20
C: -0.765 1.093 2.002  -0.20
C: 1.157 0.616 -0.851  -0.14
C: 0.183 0.005 1.593  -0.09
C: -2.066 -2.180 -5.035  -0.29
C: 0.181 -1.842 -3.802  -0.09
C: -2.136 -2.166 -2.637  -0.12
C: 1.383 0.468 0.625  -0.43
C: -1.191 -2.618 -3.825  -0.26
H: 2.009 1.761 4.195  0.08
H: 0.963 3.076 7.236  0.13
H: 2.450 3.549 0.844  0.17
H: -3.259 -3.649 -5.168  0.08
H: 2.819 -0.427 1.625  0.06
H: 3.161 -0.430 0.043  0.08
H: -1.637 1.474 4.842  0.16
H: -0.085 0.480 4.505  0.10
H: 0.732 -1.365 -0.825  0.08
H: 2.035 -1.064 -1.972  0.13
H: -1.873 0.019 -2.829  0.12
H: -1.513 -0.678 -1.139  0.09
H: 0.591 2.505 2.826  0.10
H: -1.072 2.961 3.014  0.12
H: -1.846 0.796 2.049  0.13
H: -0.774 1.668 1.051  0.11
H: 0.194 1.155 -0.967  0.13
H: 1.942 1.260 -1.305  0.14
H: -0.298 -0.737 0.953  0.10
H: 0.605 -0.670 2.347  0.12
H: -2.292 -1.069 -4.748  0.15
H: -1.575 -2.137 -6.011  0.12
H: 0.248 -1.360 -4.741  0.08
H: 1.085 -2.490 -3.595  0.12
H: -2.024 -2.886 -1.775  0.12
H: -3.141 -2.052 -2.901  0.08
H: -1.048 -3.726 -3.816  0.14

The value obtained for the gap between HOMO and LUMO is 0.3057 hartree. The calculation puts the HOMO energy at -7.9 eV. The LUMO energy is 0.4 eV. Its calculated total energy is -27813.3611 eV. As for the total charge: 0.

---

(3)
The following is a DFT calculation (wB97M-V/def2-TZVPD) of a 2-piece molecular cluster, C23H39F3O7P3S overall.

Last column: Löwdin charge in e.
Element x y z (Å)
C: -3.687 4.504 -1.286  0.02
C: -2.742 4.041 -0.347  -0.11
C: -2.366 2.478 -0.101  -0.32
C: -3.145 1.650 -1.220  -0.12
C: -2.928 0.078 -1.210  -0.14
C: -2.154 -0.756 -0.172  0.00
C: -2.054 -2.310 -0.340  -0.04
C: -2.741 -3.094 -1.492  -0.03
C: -3.545 -2.262 -2.528  -0.22
C: -4.332 -2.899 -3.779  -0.11
C: -3.617 -0.726 -2.377  -0.01
O: -0.961 2.228 0.015  -0.10
C: -0.199 2.603 -1.145  -0.38
P: 0.599 4.327 -1.081  0.45
S: 1.541 4.787 -2.760  0.10
C: 1.058 1.536 -1.222  -0.63
O: 2.239 2.238 -0.808  -0.28
C: 3.386 2.007 -1.664  -0.16
O: 0.755 0.438 -0.336  -0.17
C: 1.776 0.213 0.674  -0.12
C: 1.365 -1.110 1.537  -0.26
C: 2.396 -2.300 1.113  -0.08
C: 1.619 -0.895 3.130  -0.15
C: 0.377 -1.340 4.045  -0.38
C: 0.963 -1.451 5.564  -0.12
C: -0.261 -2.769 3.669  -0.09
P: 1.088 0.841 -2.990  0.93
P: 1.662 -1.269 -3.011  0.45
O: 3.076 -1.536 -2.476  -0.37
O: 1.627 -1.920 -4.616  -0.22
O: 0.594 -2.249 -2.106  -0.24
C: -3.000 2.145 1.372  -0.29
F: -4.167 1.356 1.315  0.09
F: -3.407 3.384 1.990  0.03
F: -2.015 1.619 2.272  0.07
H: -3.653 5.629 -1.533  0.08
H: -4.515 3.900 -1.774  0.07
H: -2.184 4.803 0.308  0.12
H: -2.849 2.064 -2.258  0.13
H: -4.281 1.844 -1.142  0.13
H: -1.629 -0.243 0.694  0.09
H: -1.455 -2.922 0.415  0.09
H: -2.673 -4.221 -1.632  0.09
H: -5.350 -3.294 -3.427  0.08
H: -4.515 -2.147 -4.615  0.07
H: -3.767 -3.802 -4.210  0.08
H: -4.227 -0.132 -3.151  0.10
H: -0.738 2.529 -2.146  0.09
H: -0.417 5.356 -0.951  -0.03
H: 1.447 4.516 0.082  0.02
H: 3.331 2.562 -2.677  0.05
H: 4.288 2.489 -1.121  0.12
H: 3.672 0.898 -1.784  0.09
H: 2.816 -0.043 0.238  0.14
H: 1.838 1.063 1.454  0.13
H: 0.282 -1.448 1.314  0.10
H: 3.452 -1.882 1.410  0.07
H: 2.430 -2.475 -0.015  0.05
H: 2.254 -3.246 1.736  0.08
H: 2.530 -1.534 3.441  0.12
H: 1.879 0.183 3.401  0.11
H: -0.375 -0.472 4.041  0.12
H: 1.607 -2.410 5.628  0.09
H: 0.118 -1.464 6.332  0.07
H: 1.701 -0.590 5.793  0.08
H: -0.225 -3.415 4.612  0.07
H: 0.325 -3.294 2.844  0.06
H: -1.340 -2.566 3.311  0.07
H: -0.259 0.842 -3.535  -0.05
H: 0.858 -1.474 -5.043  0.05
H: 1.076 -3.073 -1.865  0.07
C: 5.934 -1.242 1.671  -0.55
O: 5.373 -1.853 2.712  -0.42
H: 5.693 -1.638 0.658  0.02
H: 5.706 -0.160 1.530  0.02
H: 7.046 -1.226 1.627  0.02

The value obtained for the gap between HOMO and LUMO is 0.1477 hartree. The calculation puts the HOMO energy at -2.3 eV. The LUMO energy is 1.7 eV. Its calculated total energy is -85661.4724 eV. As for the total charge: -1.